Formula: C11H16BrIrN2OS2
Source: the OMol25 dataset
Level of theory: the ωB97M-V functional and the def2-TZVPD basis

XYZ file:
```
34
Properties=species:S:1:pos:R:3:forces:R:3:mulliken_charge:R:1
H 2.37731 2.16339 -1.51165 0.0 0.1 0.0 0.3558
C 3.24767 3.19261 0.19636 0.0 0.0 0.0 -0.5391
S 2.46812 -2.47974 2.45350 0.0 0.0 0.0 0.0209
C 0.85359 -2.49984 1.90337 0.0 0.0 0.0 0.4451
H 4.09506 1.81592 -1.21836 0.0 0.0 0.0 0.4475
N 0.05126 2.24425 0.24937 -0.1 0.1 -0.1 -0.2336
H 0.28763 -5.00349 3.78063 0.0 0.0 0.0 0.3309
O 2.77761 0.80171 0.00878 0.0 0.0 0.1 -0.6595
C 2.15543 -3.89489 3.57183 0.0 0.0 0.0 -0.5012
H -1.59399 1.17522 -0.40538 0.0 0.0 0.0 0.3912
H 0.73401 5.46983 -0.30312 0.0 0.0 0.0 0.4710
C 3.13623 2.01397 -0.74129 0.0 -0.1 0.0 -0.5657
C -0.98480 4.42684 -1.06577 0.0 0.0 0.0 -0.3141
H 4.10792 3.07068 0.85510 0.0 0.0 0.0 0.3919
C 0.63646 -3.97392 3.73534 0.0 0.0 0.0 -0.5319
H 2.57417 -4.78073 3.09950 0.0 0.0 0.0 0.3608
H 2.65749 -3.71607 4.51905 0.0 0.0 0.0 0.4095
C -1.11015 2.14250 -0.42655 0.0 0.0 0.0 -0.1021
N 0.06663 -3.31289 2.54894 0.1 0.0 -0.1 -0.1433
C 0.20214 4.53018 -0.35887 0.0 0.0 0.0 -0.7412
H 3.45904 4.06026 -0.43298 0.0 0.0 0.0 0.3787
H -0.91481 -3.39462 2.31152 0.0 0.0 0.0 0.2517
Br 0.36088 0.73429 3.58098 0.1 0.1 0.0 -0.2751
Ir 0.91124 0.59018 1.28734 -0.1 -0.4 0.0 1.3879
S 0.29576 -1.55196 0.54697 0.0 0.1 0.0 -0.3670
H 0.28852 -3.43772 4.61981 0.0 0.0 0.0 0.3042
C -1.65505 3.21053 -1.09988 0.0 0.0 0.0 -0.6986
C 0.70943 3.42428 0.29999 0.0 0.0 0.0 0.9530
C 2.00470 3.46882 1.05917 0.0 0.0 0.0 -1.1119
H 2.10765 4.44673 1.53074 0.0 0.0 0.0 0.4788
H -1.38994 5.28871 -1.57887 0.0 0.0 0.0 0.4510
H -2.58744 3.09166 -1.63147 0.0 0.0 0.0 0.4332
H 1.97171 2.76753 1.90558 0.0 0.0 0.0 0.1518
H 2.89480 0.03628 -0.57046 0.1 0.0 0.1 0.3694
```
Forces are in eV/Å.

As for the net charge: +2. The value obtained for the highest occupied orbital energy (alpha / beta) is -0.5642 / -0.5959 Ha. Its orbital gap (alpha / beta) is 8.87 / 6.74 eV. For the lowest unoccupied orbital energy (alpha / beta), the calculation gives -6.48 / -9.48 eV. The total energy comes out at -111229.9158 eV. The multiplicity is 5.

***

Formula: C19H25Br48OP
Source: the OMol25 dataset
Level of theory: the ωB97M-V functional and the def2-TZVPD basis

XYZ file:
```
94
Properties=species:S:1:pos:R:3:forces:R:3:mulliken_charge:R:1
C 11.68298 8.44632 2.56199 -0.1 0.0 0.0 -0.3213
Br -0.82924 5.25677 -5.39222 0.1 -0.1 0.0 -0.0033
H 1.80385 -0.67535 8.07617 0.1 0.0 0.1 0.3356
C 5.95819 0.38902 -5.41475 -0.1 0.0 0.0 -0.3780
C -2.62955 -6.50005 0.55844 -0.3 0.1 -0.4 0.2689
C 2.40032 1.39900 -2.66515 -0.1 0.0 0.1 -0.2088
P -0.05113 -5.56553 0.70978 0.5 -0.3 0.1 0.5761
C -4.45491 -10.10025 1.38244 0.1 0.0 0.1 -0.1068
Br 2.22821 9.40250 0.13794 0.2 0.0 0.0 -0.0401
Br 6.19941 1.98363 -4.36385 0.0 0.0 0.0 0.0078
Br 2.34680 4.04605 1.73087 0.0 0.1 0.0 -0.0125
Br -5.18065 -9.77185 -0.36816 0.0 -0.1 0.0 -0.0549
C 2.98867 5.51708 0.66671 0.0 0.0 0.0 -0.3089
Br 1.34309 2.01774 -1.19222 0.0 0.0 0.0 0.0276
Br -4.30330 -3.84119 -2.45138 0.0 0.1 0.1 0.0566
Br 12.34676 6.92719 1.59236 0.1 -0.1 0.0 -0.0161
Br 4.87029 5.35980 0.32191 0.1 0.0 0.0 0.0395
H -1.05694 0.17278 1.83239 0.0 0.1 0.0 0.2870
Br -4.89161 -6.96551 -2.27113 -0.1 0.1 -0.2 -0.0006
H -2.80197 -4.50495 10.11021 0.1 -0.1 0.0 0.3607
C -3.15134 -5.48076 -7.82915 -0.1 0.1 0.1 -0.3202
Br -2.07369 2.32068 -5.70096 0.0 0.0 0.1 0.0460
H -4.49597 2.21293 4.95705 0.0 0.1 0.1 0.3678
H 1.95377 -6.89503 0.24619 0.1 -0.7 -0.4 0.4156
C 9.28667 4.39489 0.47644 0.0 0.0 0.0 -0.3458
C -4.61357 -5.45895 -3.43561 0.0 0.0 0.0 -0.2555
Br -4.12856 -11.97257 1.66475 0.0 -0.1 0.0 -0.0396
Br -0.61300 9.93556 -1.14893 -0.1 0.0 -0.1 -0.0115
H -3.09041 -6.79582 -0.38854 0.1 0.0 -0.3 -0.0085
Br 8.10482 3.15985 -0.39796 -0.1 -0.1 0.0 -0.0218
H 2.05611 -6.20754 1.81011 0.3 0.2 0.7 0.3725
Br -6.14486 2.61471 -2.85663 -0.2 0.0 0.0 -0.0377
C -4.55355 7.21934 -2.22703 -0.1 -0.1 0.0 -0.2535
H 0.21884 10.44264 1.11487 0.0 0.1 0.1 0.3486
Br 1.75310 -2.40652 6.32190 0.0 0.0 0.0 -0.0389
H -3.93964 1.73724 -3.47755 0.1 0.1 -0.1 -0.2439
Br 0.90019 0.66078 6.21567 0.0 0.0 0.0 0.0052
C -1.03410 -0.89136 1.67333 0.0 -0.2 -0.1 -0.3733
Br -4.91923 -0.20943 5.16185 0.0 -0.1 0.0 0.0150
H -3.76660 7.72830 -1.69285 0.1 0.0 0.0 0.2185
C -1.12685 3.75798 -6.55940 0.0 0.1 0.0 -0.4588
Br -6.05216 -5.25533 -4.68520 -0.2 0.1 0.0 -0.0247
Br 9.28367 4.15018 2.38058 0.0 0.0 0.0 0.0046
H 6.86342 0.23253 -5.97669 0.1 0.0 0.0 0.3498
Br -4.06922 0.93029 -1.15783 0.0 -0.1 0.0 0.1422
Br -3.75858 5.74159 -3.15640 0.1 0.0 0.0 0.1155
Br 8.88008 6.20818 -0.00502 -0.1 0.1 0.0 -0.0041
Br 11.43307 9.96055 1.40722 0.0 0.0 0.0 -0.0069
Br -5.83599 6.62569 -0.92496 0.0 0.0 0.0 -0.0218
C -4.74907 1.30266 -2.91583 0.0 0.1 0.1 0.1593
H -3.50560 -9.58986 1.43195 0.1 0.2 0.0 0.1802
Br -0.36081 -1.69993 3.28134 0.1 -0.1 0.0 0.0953
H 2.44261 -5.24128 0.36895 0.4 0.6 -0.1 0.3491
Br -2.29163 -2.43015 11.34092 0.0 0.0 0.1 -0.0379
H 3.39463 1.79479 -2.52762 0.1 0.0 -0.1 0.2296
Br -2.83931 -1.44531 1.30713 0.0 0.0 0.1 0.0150
C -3.41377 -3.66174 10.38449 0.0 0.0 0.0 -0.2905
Br -0.35710 8.05859 1.40237 0.0 0.0 0.0 -0.0230
Br 10.07894 8.02020 3.52779 0.0 0.0 0.0 -0.0027
Br -2.92002 -3.91715 -6.73409 0.0 0.1 0.0 0.0100
Br -2.40115 1.32781 4.00481 0.0 0.1 0.1 0.0657
Br 1.70908 2.07498 -4.31966 0.1 0.0 -0.1 0.1056
Br 0.11665 -1.20330 0.17105 0.0 -0.1 -0.1 -0.0111
H -1.75420 4.12135 -7.35604 -0.1 0.0 -0.1 0.4132
Br 5.70178 -1.15042 -4.29916 0.2 -0.1 -0.1 -0.0183
C 0.35017 9.58683 0.47414 0.0 -0.1 0.0 -0.2975
H 12.43289 8.71494 3.28675 0.1 0.0 0.1 0.3438
H -2.23088 -5.63591 -8.36631 0.1 0.0 -0.1 0.3396
Br -3.45721 -7.04196 -6.75362 0.1 -0.1 0.0 -0.0265
C -1.95517 -5.21842 0.63310 -0.2 0.2 -0.5 -0.3931
C 1.07592 -0.90541 7.31637 -0.1 0.0 -0.1 -0.4004
Br 0.50379 3.12188 -7.35575 0.0 0.1 -0.1 -0.0542
H -2.20789 -4.67949 -0.26002 0.1 0.6 -0.6 0.1223
Br -5.32925 8.47792 -3.45559 0.0 0.0 0.0 -0.0285
H -0.16102 -6.20569 -0.54814 0.0 0.1 -0.1 -0.0156
O -2.65331 -7.28292 1.46899 -0.1 -1.2 1.2 -0.5252
Br -4.54256 -5.23802 -9.12924 0.0 0.0 0.0 -0.0041
H -3.72288 -5.65781 -4.01167 0.1 0.0 -0.1 0.2462
Br 2.00267 5.74231 -0.96572 -0.1 -0.1 0.0 0.0306
Br -5.57215 -9.35831 2.75275 0.0 0.0 0.0 -0.0154
Br -5.28790 -0.29568 -3.83530 0.0 0.0 0.0 -0.0167
Br 4.53503 0.58409 -6.68833 0.0 0.0 0.0 -0.0048
Br 2.56268 -0.52207 -2.69740 -0.2 0.1 0.1 -0.0167
H 10.28484 4.18611 0.12853 0.1 0.0 0.0 0.3606
H -2.30375 -4.63769 1.46595 0.1 0.2 0.8 0.2750
H -0.29850 -6.37126 1.84279 -0.1 0.0 0.1 0.0047
H 2.83671 6.41322 1.24735 0.0 0.1 0.1 0.2493
Br -5.25365 1.72702 2.66114 0.0 0.0 0.0 -0.0083
Br -0.57261 -1.33211 8.20145 0.0 0.0 0.0 0.0957
C 1.79897 -5.98695 0.79347 -0.8 0.0 -0.1 -1.3167
Br -4.83992 -4.32369 11.48629 0.0 0.0 0.0 -0.0464
Br -4.07356 -2.88291 8.75666 0.0 0.0 0.0 -0.0127
H 0.19282 -4.18013 0.81742 -0.1 0.1 0.0 -0.1230
C -4.30098 1.38702 4.29388 0.0 -0.1 -0.1 -0.4448
```
Forces are in eV/Å.

The value obtained for the highest occupied orbital energy is -0.3036 Ha. Its orbital gap is 7.99 eV. For the lowest unoccupied orbital energy, the calculation gives -0.28 eV. The total energy comes out at -3393476.1999 eV. The multiplicity is 1.

***

Formula: C19H24N4O
Source: the OMol25 dataset
Level of theory: the ωB97M-V functional and the def2-TZVPD basis

XYZ file:
```
48
Properties=species:S:1:pos:R:3:forces:R:3:mulliken_charge:R:1
H 6.66612 1.91155 0.60541 0.1 0.1 0.0 0.4237
C -1.21067 1.99276 0.11711 -0.2 -0.3 -0.1 0.9815
H 6.29502 1.24860 -1.81099 0.1 0.1 -0.1 0.4623
H -0.34587 3.92844 0.46748 0.1 0.1 0.0 0.4679
C -2.08422 -3.01882 -0.58355 -0.2 -0.3 0.3 -0.9936
C 3.18545 -0.29477 0.24737 0.1 -0.6 0.0 0.5570
H 4.65371 -1.76945 -0.26959 0.0 0.0 0.1 0.3645
C 5.86017 1.25091 0.91634 0.0 -0.1 -0.1 -1.3939
C -3.56968 -4.68583 0.58473 0.2 0.2 0.1 -1.2650
H -4.45277 -4.27728 0.09906 -0.1 0.0 -0.1 0.3334
C -0.01975 -0.05998 -0.04216 -0.4 0.1 0.0 0.8142
C -3.66354 1.97835 -0.13136 -0.3 0.3 0.0 1.2133
H 4.55834 1.23807 -1.50702 -0.1 0.1 -0.1 0.2545
C -4.92263 1.20684 -0.36623 0.1 0.0 0.0 -1.4707
C -1.27023 3.39405 0.30196 -0.2 0.3 0.0 -0.8390
C 5.45994 0.63198 -1.48740 0.1 -0.1 0.2 -1.4996
H 5.34496 -0.18817 -2.19391 0.0 -0.1 -0.1 0.3578
H 4.93919 1.82300 0.96688 0.0 0.1 0.0 0.2360
H 0.93868 1.83181 0.30734 0.0 0.0 0.0 0.7181
N -1.09262 -1.99452 -0.42258 0.0 0.4 -0.1 0.8976
H -4.59440 3.87627 0.03307 -0.1 0.0 0.0 0.3714
H -4.87918 0.71510 -1.33637 -0.1 -0.1 0.0 0.3124
C -3.65988 3.33305 0.05348 -0.1 -0.4 -0.1 -0.5307
C 4.59142 -0.86730 0.34311 0.3 0.3 0.0 -0.7882
H 6.64212 -0.47421 -0.08362 -0.1 0.0 0.0 0.3382
C 0.87811 -1.17208 -0.10258 -0.7 -0.4 -0.1 -0.1156
C -2.51279 -3.60524 0.76434 -0.1 0.0 -0.2 -0.0986
H -3.86462 -5.09220 1.54877 -0.1 -0.1 0.0 0.3723
H -2.90702 -2.79947 1.38656 0.1 0.0 0.0 0.2921
H -1.66020 -3.80222 -1.21663 -0.1 0.1 0.0 0.3377
H -2.94183 -2.56170 -1.08259 0.1 -0.1 0.0 0.3459
H -2.51087 5.11558 0.41217 0.0 0.1 0.0 0.3896
H -1.63484 -4.02110 1.26268 0.0 0.1 0.0 0.2871
H -3.18543 -5.49851 -0.02765 0.0 -0.1 -0.1 0.3253
C 0.01197 1.30435 0.14468 -0.2 -0.1 0.0 -0.4374
C -2.42841 1.27088 -0.10305 0.4 0.2 0.1 -0.1895
C 5.70811 0.10248 -0.07699 -0.2 0.1 0.0 0.5959
H 2.56588 -2.22589 -0.07584 0.1 0.2 0.0 0.3041
H -5.02508 0.42732 0.38604 -0.1 -0.1 0.0 0.3060
H -5.79147 1.85904 -0.33247 -0.1 0.0 0.0 0.3727
C -1.30320 -0.67026 -0.25131 0.3 0.5 0.0 -0.7463
N 0.21963 -2.28985 -0.31995 0.8 0.1 0.1 -1.2749
H 4.74613 -1.15900 1.38637 0.0 -0.1 0.0 0.2413
N -2.46397 -0.05878 -0.28544 -0.1 -0.4 0.0 -0.5693
N 2.25465 -1.26810 0.01745 0.1 -0.5 -0.1 -0.0200
O 2.90404 0.87363 0.38215 -0.1 0.3 0.0 -0.6525
C -2.46596 4.04566 0.27083 0.4 0.1 0.1 -0.7511
H 6.09109 0.87150 1.90980 0.0 0.0 0.1 0.3621
```
Forces are in eV/Å.

The calculation puts the relative energy (zero: lowest compared OMol25 entry of this formula, charge and spin) at 11.80 kcal/mol. The value obtained for the highest occupied orbital energy is -0.2795 Ha. Its orbital gap is 7.63 eV. As for the SMILES: CCCn1nc(NC(=O)CC(C)C)c2cc3cccc(C)c3nc21. For the lowest unoccupied orbital energy, the calculation gives 0.03 eV. The total energy comes out at -28101.7781 eV. The multiplicity is 1.

***

Formula: C16H26N6O5S
Source: the OMol25 dataset
Level of theory: the ωB97M-V functional and the def2-TZVPD basis

XYZ file:
```
54
Properties=species:S:1:pos:R:3:forces:R:3:mulliken_charge:R:1
O 2.11482 6.23057 -6.62920 0.0 0.0 0.0 -0.6105
H 0.10650 1.74491 0.81593 0.0 0.0 0.0 0.4301
H 5.08966 5.17824 -6.52548 0.0 0.0 0.0 0.2657
H -4.20068 -1.45137 5.41215 0.0 0.0 0.0 0.3893
H 2.47030 -0.02444 0.04692 0.0 0.0 0.0 0.3928
O -3.71003 -1.69389 6.20827 0.0 0.0 0.0 -0.5673
H -1.97670 -2.55926 6.72359 0.0 0.0 0.0 0.4322
S -3.70870 -1.78605 2.83319 -0.1 0.0 0.1 -0.0540
C -0.14740 -3.04166 0.54468 0.0 0.0 0.0 -0.9993
C 1.67655 1.99455 -2.01766 0.0 0.0 0.0 0.8250
C -2.52131 -2.34019 5.80832 0.0 0.0 0.0 -0.0760
C 2.99515 4.33371 -5.48574 0.0 0.0 0.0 0.5594
H -1.94823 -0.55271 4.56111 0.0 0.0 0.0 0.3229
O -0.37483 -3.90255 3.16001 0.0 0.0 0.0 -0.6784
O 2.81962 2.21426 -1.65555 0.0 0.0 0.0 -0.6540
H -5.08349 -3.74798 3.17222 0.0 0.0 0.0 0.2468
C -1.72683 -1.61074 4.70380 0.0 0.0 0.0 -1.0728
H 4.49788 6.58349 -7.38571 0.0 0.0 0.0 0.2182
C 1.01664 1.54235 0.24990 0.0 0.0 0.0 -1.2443
C -2.71382 -3.51956 4.83261 0.0 0.0 0.0 -0.8759
N 0.69250 1.62395 -1.16895 0.0 0.0 0.0 0.1996
H -3.70552 -3.96789 4.81108 0.0 0.0 0.0 0.2874
N 2.25680 2.83369 -4.25697 0.0 0.0 0.0 0.7738
C 1.57296 0.19093 0.63874 0.0 0.0 0.0 -0.5009
H 1.35794 -2.13041 1.77544 0.0 0.0 0.0 0.4262
C 1.28589 2.09095 -3.49342 0.0 0.0 0.0 -0.8754
H -1.91553 -2.02769 1.17984 0.0 0.0 0.0 0.1855
H 1.85692 0.20075 1.69904 0.0 0.0 0.0 0.3921
H 4.10718 1.82547 -3.94386 0.0 0.0 0.0 0.4754
H -5.54053 -2.80453 1.74667 0.0 0.0 0.0 0.4246
H -0.68629 0.77229 -2.52333 0.0 0.0 0.0 0.3930
H 1.85217 -2.38990 0.08761 0.0 0.0 0.0 0.3447
C -4.70057 -3.20028 2.31447 0.1 0.0 -0.1 -0.8504
N -1.24976 -2.73951 1.43430 0.0 0.0 0.0 0.0154
H -1.13071 0.70343 -0.83271 0.0 0.0 0.0 0.3280
H -1.95732 -4.29117 4.96618 0.0 0.0 0.0 0.3136
C 3.57531 2.63166 -4.41852 0.0 0.0 0.0 -0.0064
H -1.26507 2.24109 -1.70914 0.0 0.0 0.0 0.3278
H -4.12316 -3.86550 1.67389 0.0 0.0 0.0 0.2736
N 4.33573 5.78262 -6.80256 0.0 0.0 0.0 -0.3185
C -1.23234 -3.15309 2.72015 -0.1 -0.1 0.0 -0.2606
H 1.17861 1.08113 -3.89764 0.0 0.0 0.0 0.2479
N 4.07835 3.56000 -5.19789 0.0 0.0 0.0 -0.5870
C -0.66996 1.33185 -1.58947 0.0 0.0 0.0 -1.0637
C 1.01658 -2.09291 0.73421 0.0 0.0 0.0 -0.6027
N 1.87247 3.93055 -4.93604 0.0 0.0 0.0 -0.9038
H -0.50716 -2.98199 -0.48303 0.0 0.0 0.0 0.3907
H 0.18406 -4.06033 0.74191 0.0 0.0 0.0 0.4300
C 3.07801 5.54699 -6.35861 0.0 0.0 0.0 0.0336
H 0.33968 2.60867 -3.62969 0.0 0.0 0.0 0.4679
H 1.75297 2.30989 0.48279 0.0 0.0 0.0 0.4765
H -0.65250 -1.75902 4.80663 0.0 0.0 0.0 0.3411
C -2.31260 -2.60513 3.64946 0.1 0.2 0.0 1.2070
O 0.57979 -0.78826 0.40605 0.0 0.0 0.0 -0.0364
```
Forces are in eV/Å.

The calculation puts the relative energy (zero: lowest compared OMol25 entry of this formula, charge and spin) at 39.48 kcal/mol. The value obtained for the highest occupied orbital energy is -0.3395 Ha. Its orbital gap is 9.45 eV. As for the SMILES: CS[C@]1(C(=O)NCCOCCN(C)C(=O)Cn2cnc(C(N)=O)n2)C[C@H](O)C1. For the lowest unoccupied orbital energy, the calculation gives 0.21 eV. The total energy comes out at -47027.7338 eV. The multiplicity is 1.